Record 1
Here is a 14-piece molecular cluster, C4H36N2O14S overall in a non-equilibrium geometry from the OMol25 dataset. Energies are from ωB97M-V/def2-TZVPD.

Kohn-Sham gap   9.3 eV
M   368.40 g/mol
Max |F|   4.9 eV Å⁻¹
LUMO energy   0.00 eV
Energy above the lowest of the compared OMol25 structures with the same formula, charge and spin   6.388 eV
Total energy   -47210.269 eV

Last column: natural (NBO) charge in e.
Element x y z (Å)
1 O 0.88657 1.08108 -0.62326  -0.683
2 C 0.19808 0.15565 -0.33947  0.526
3 N -0.56208 0.30132 0.78550  -0.649
4 C -0.39486 1.48985 1.61585  -0.061
5 C -0.61641 2.82320 0.71024  -0.532
6 S -0.38314 4.25084 1.79724  -0.039
7 C 0.92122 1.52451 2.40915  -0.244
8 N 1.29957 0.14022 2.75788  -0.870
9 H 0.17266 -0.85532 -0.85625  0.161
10 H -1.41707 -0.13027 0.85304  0.424
11 H -1.44093 1.54026 2.17128  0.221
12 H 0.29660 2.85068 0.11419  0.251
13 H -1.44831 2.78625 0.09703  0.220
14 H -1.01700 4.04037 2.89583  0.105
15 H 1.75864 1.99906 1.85546  0.164
16 H 0.91104 2.03127 3.33002  0.220
17 H 0.98399 0.10051 3.87011  0.364
18 H 0.78862 -0.65235 2.29462  0.386
19 H 1.27953 -3.42606 4.18938  0.480
20 H 1.99083 -2.82718 2.97671  0.483
21 O 1.13173 -3.00068 3.31551  -0.961
22 H 1.61700 -2.78985 -1.56795  0.485
23 H 2.14520 -2.66831 -0.16342  0.497
24 O 1.39384 -3.03961 -0.58891  -0.993
25 H 2.71334 0.63420 0.26881  0.482
26 H 3.29630 1.20333 1.47179  0.495
27 O 3.50421 0.60758 0.71701  -0.926
28 H 0.60899 -1.30387 -3.97944  0.494
29 H 0.30713 -0.85653 -2.59440  0.455
30 O -0.23117 -1.07722 -3.33806  -0.957
31 H 2.23640 -0.16148 -3.41937  0.513
32 H 3.14718 -1.12731 -2.64907  0.481
33 O 2.29992 -1.02768 -3.04102  -1.005
34 H -1.68296 0.95897 -2.20939  0.467
35 H -3.08767 0.64809 -2.21044  0.484
36 O -2.50872 1.28519 -1.97516  -0.942
37 H 0.87925 1.88693 -4.19072  0.496
38 H 0.88902 1.28100 -2.71700  0.498
39 O 1.40977 1.40885 -3.56764  -0.980
40 H -3.71722 -1.96955 -0.83544  0.482
41 H -3.68603 -2.42728 -2.35117  0.469
42 O -4.21935 -2.05296 -1.63614  -0.980
43 H -2.29749 -4.26458 2.46727  0.462
44 H -1.32400 -3.13325 2.39998  0.475
45 O -2.05923 -3.53364 2.92560  -0.937
46 H -0.93878 3.66492 -2.10669  0.450
47 H -2.27371 3.27358 -2.34247  0.487
48 O -1.59328 3.84523 -2.77054  -0.940
49 H -3.49805 -1.09659 1.06004  0.503
50 H -2.18685 -1.67721 0.33905  0.500
51 O -2.86163 -1.02965 0.26802  -0.960
52 H -0.32092 -2.89316 0.18144  0.498
53 H -0.99415 -3.89730 -0.82542  0.500
54 O -1.07326 -3.15394 -0.26248  -0.990
55 H 4.36548 -2.45043 0.13414  0.477
56 H 3.64033 -1.02725 0.71296  0.520
57 O 3.62348 -2.10351 0.75224  -1.028



Record 2
Here is a 14-piece molecular cluster, C4H36N2O15 overall in a non-equilibrium geometry from the OMol25 dataset. Energies are from ωB97M-V/def2-TZVPD.

Kohn-Sham gap   9.8 eV
M   352.33 g/mol
Max |F|   3.0 eV Å⁻¹
LUMO energy   -0.17 eV
Energy above the lowest of the compared OMol25 structures with the same formula, charge and spin   4.269 eV
Total energy   -38425.092 eV

Last column: natural (NBO) charge in e.
Element x y z (Å)
1 N -0.07192 -3.21188 0.18329  -0.855
2 C -0.54817 -1.86530 -0.00590  -0.185
3 C -1.99400 -1.63532 0.64188  0.105
4 C -2.72712 -0.49562 -0.02741  -0.654
5 O -1.92970 -1.55366 2.06984  -0.745
6 C 0.32862 -0.92939 0.88263  0.693
7 N 0.31704 0.38553 0.56548  -0.904
8 O 1.04033 -1.35828 1.76640  -0.642
9 H 0.00277 -3.40339 1.18551  0.392
10 H 0.92081 -3.23178 -0.02731  0.373
11 H -0.79071 -1.54312 -1.01925  0.217
12 H -2.56934 -2.56797 0.55090  0.183
13 H -2.03607 0.29297 -0.33462  0.213
14 H -3.16812 -0.87082 -0.96219  0.232
15 H -3.50312 -0.03912 0.59626  0.226
16 H -2.10939 -0.66736 2.36698  0.483
17 H -0.14041 1.05560 -0.04677  0.451
18 H 0.74278 1.05389 1.19925  0.389
19 H -0.68778 1.81909 -2.49517  0.501
20 H -1.75006 2.56183 -1.72696  0.491
21 O -0.85803 2.21622 -1.63019  -0.977
22 H 2.20768 0.67400 4.18295  0.483
23 H 2.70854 1.16796 2.79128  0.489
24 O 2.22459 1.41734 3.58185  -0.970
25 H -2.48556 -0.50833 -3.82905  0.480
26 H -0.98181 -0.22935 -3.77554  0.497
27 O -1.84479 0.16266 -3.57414  -0.986
28 H 3.53011 3.71480 -1.39727  0.485
29 H 2.48719 2.65127 -1.76591  0.478
30 O 2.67103 3.57131 -1.79772  -0.971
31 H -1.32505 -4.02825 -2.04243  0.484
32 H -2.82967 -4.09238 -1.57098  0.477
33 O -2.24056 -4.07485 -2.32700  -0.962
34 H 1.52341 -0.21926 -3.08835  0.493
35 H 0.82839 -1.57111 -3.19121  0.468
36 O 0.95060 -0.75117 -3.67156  -0.971
37 H 2.62901 2.86423 0.34597  0.473
38 H 3.57853 3.76835 0.89338  0.473
39 O 3.54765 2.86411 0.59985  -0.945
40 H 1.02123 -4.98938 -1.29278  0.494
41 H 1.25126 -4.28183 -2.70970  0.480
42 O 1.42946 -4.27071 -1.76830  -0.970
43 H 0.77713 3.24027 -0.75875  0.484
44 H -0.23363 4.23118 -0.46774  0.478
45 O 0.43111 3.71205 -0.00786  -0.965
46 H -1.97636 3.02444 2.57959  0.474
47 H -1.85938 4.44650 2.44304  0.454
48 O -2.48199 3.80900 2.81757  -0.935
49 H 1.69922 0.32853 -1.12092  0.496
50 H 3.07982 0.18787 -1.62926  0.495
51 O 2.30554 0.75863 -1.74573  -0.966
52 H -0.00439 2.23604 2.63513  0.463
53 H 0.15280 2.18639 4.11544  0.495
54 O -0.52305 2.19265 3.44365  -0.952
55 H -1.00672 -3.31354 3.21075  0.485
56 H 0.46136 -3.09861 2.96097  0.483
57 O -0.17118 -3.79292 3.19811  -0.956



Record 3
Here is a 13-piece molecular cluster, C4H36N3O13 overall in a non-equilibrium geometry from the OMol25 dataset. Energies are from ωB97M-V/def2-TZVPD.

Kohn-Sham gap   8.8 eV
M   334.34 g/mol
Max |F|   9.0 eV Å⁻¹
LUMO energy   2.61 eV
Energy above the lowest of the compared OMol25 structures with the same formula, charge and spin   5.094 eV
Charge   -1
Total energy   -35817.893 eV

Last column: natural (NBO) charge in e.
Element x y z (Å)
1 C 3.07606 0.53778 -0.24217  -0.235
2 N 3.12230 -0.96933 0.38946  -0.676
3 C 2.03620 -2.00538 0.24990  0.077
4 O 1.98799 -2.30643 -1.14190  -0.757
5 C 1.62825 0.87841 -0.77324  -0.250
6 N 1.00798 1.68137 0.38579  -0.687
7 C -0.25146 2.41625 0.23839  -0.065
8 N -1.49492 1.84617 -0.54094  -0.886
9 H 3.67250 0.65575 -1.21067  0.193
10 H 3.69139 1.14631 0.49872  0.241
11 H 3.77083 -1.38882 -0.16917  0.353
12 H 1.06535 -1.57488 0.57310  0.160
13 H 2.16361 -2.85087 0.87707  0.165
14 H 0.90473 0.11474 -1.01521  0.228
15 H 1.67159 1.56330 -1.68408  0.175
16 H 0.94042 0.97176 1.21937  0.365
17 H 0.01587 3.44329 -0.08919  0.181
18 H -0.53368 2.42663 1.29844  0.170
19 H -1.65696 2.17639 -1.41398  0.377
20 H -1.30489 0.87770 -0.71596  0.372
21 H 1.32552 -2.96095 -1.32745  0.494
22 H 0.66050 -0.59428 -3.52559  0.475
23 O 0.22455 -0.93971 -4.20937  -0.956
24 H 0.62877 0.16956 4.45509  0.474
25 H -0.89522 0.25791 4.29001  0.476
26 O -0.14226 0.63507 4.55926  -0.949
27 H -1.90352 1.03791 -3.95853  0.457
28 H -0.42492 -0.34495 -4.65404  0.480
29 O -1.54892 1.29130 -3.10995  -1.088
30 H 2.59518 3.31046 2.91160  0.466
31 H 2.18039 2.86459 1.46733  0.497
32 O 2.64973 3.52011 1.97716  -0.983
33 H -2.37534 1.30416 2.49709  0.461
34 H -3.74482 1.41227 2.81634  0.456
35 O -2.97459 1.13192 3.07980  -0.917
36 H -2.88635 -2.53203 -0.15084  0.479
37 H -2.25336 -3.73253 -0.68646  0.484
38 O -2.78872 -3.48651 0.03636  -0.984
39 H -1.46091 0.37248 -2.41083  0.515
40 H -2.27903 -1.09207 -2.23393  0.456
41 O -1.71314 -0.70909 -1.51213  -1.162
42 H -1.19373 -2.09033 -1.30842  0.502
43 H -0.69746 -3.04664 -2.44325  0.473
44 O -0.89439 -2.96594 -1.51867  -1.022
45 H 1.00941 2.79571 -2.58929  0.439
46 H -0.21872 2.44490 -3.12703  0.499
47 O 0.55219 3.01682 -3.40713  -0.968
48 H -1.53677 -2.10453 2.68340  0.500
49 H -0.43355 -3.15778 3.03132  0.478
50 O -0.71555 -2.28366 3.16843  -0.974
51 H 1.34616 -1.17897 3.25795  0.476
52 H 2.64045 -1.26813 2.37636  0.493
53 O 2.29842 -0.98415 3.21999  -0.985
54 H -3.75957 0.33178 0.62034  0.460
55 H -3.00577 0.01853 -0.78702  0.507
56 O -3.77782 -0.08336 -0.22164  -1.011



Record 4
Here is a 13-piece molecular cluster, C4H36NO12S overall in a non-equilibrium geometry from the OMol25 dataset. Energies are from ωB97M-V/def2-TZVPD.

Kohn-Sham gap   9.2 eV
M   322.39 g/mol
Max |F|   4.3 eV Å⁻¹
LUMO energy   -2.31 eV
Energy above the lowest of the compared OMol25 structures with the same formula, charge and spin   0.000 eV
Charge   +1
Total energy   -41624.223 eV

Last column: natural (NBO) charge in e.
Element x y z (Å)
1 C -1.80469 0.49400 -0.44095  -0.662
2 C -0.31543 0.53267 -0.71665  -0.049
3 C 0.22607 1.92977 -1.00438  -0.473
4 C 1.62885 1.93067 -1.56564  -0.523
5 S 1.71332 1.54569 -3.36289  -0.036
6 N 0.38360 -0.04227 0.51517  -0.775
7 H -2.10283 1.11288 0.44632  0.236
8 H -2.20443 -0.45891 -0.21990  0.228
9 H -2.39915 0.84220 -1.30069  0.241
10 H -0.11177 -0.16418 -1.56106  0.238
11 H -0.48785 2.45327 -1.68463  0.260
12 H 0.20991 2.55477 -0.04258  0.230
13 H 2.29246 1.27680 -0.96143  0.210
14 H 2.08807 2.96635 -1.45119  0.249
15 H 1.51725 0.23565 -3.36501  0.125
16 H -0.12698 0.23133 1.31526  0.470
17 H 1.34825 0.26853 0.55145  0.436
18 H 0.39318 -1.09761 0.48421  0.467
19 H 4.16632 0.25398 1.90752  0.501
20 H 3.09901 -0.55532 1.20177  0.515
21 O 3.17853 0.14572 1.84224  -0.992
22 H -3.04152 -1.60777 2.84175  0.495
23 H -1.83559 -0.81754 2.38797  0.501
24 O -2.49934 -1.43537 2.08128  -0.965
25 H 0.00720 2.06839 2.27045  0.505
26 H -1.08904 1.52462 3.24085  0.490
27 O -0.87786 1.69820 2.29675  -0.994
28 H 0.21426 -3.16392 1.46710  0.513
29 H 1.72924 -3.23760 1.80560  0.496
30 O 1.02709 -2.64058 1.72161  -0.998
31 H -1.64522 1.30322 -4.39509  0.491
32 H -2.21443 1.59289 -3.03046  0.501
33 O -1.99335 0.88926 -3.62708  -0.962
34 H -1.13772 -2.04258 -3.80633  0.486
35 H -1.20454 -0.62143 -3.28208  0.513
36 O -0.78012 -1.47046 -3.18869  -0.988
37 H 0.46233 -1.45647 2.87455  0.509
38 H 1.00354 -0.08651 3.44963  0.488
39 O 0.22234 -0.55910 3.21926  -1.010
40 H 2.15013 2.97455 2.64141  0.491
41 H 2.30363 1.56295 1.98054  0.508
42 O 1.70930 2.36836 2.07255  -1.005
43 H 3.45231 -1.84588 -0.79096  0.498
44 H 1.92940 -1.98284 -0.47141  0.519
45 O 2.71363 -1.45679 -0.28947  -1.016
46 H -1.85662 -2.80203 1.22346  0.514
47 H -1.89914 -4.26526 0.74024  0.506
48 O -1.34874 -3.49305 0.82499  -0.995
49 H -0.28952 -2.90574 -0.52000  0.487
50 H -0.07935 -2.20895 -1.81068  0.512
51 O 0.35708 -2.52291 -1.01470  -0.996
52 H -2.37452 3.11764 -0.53665  0.479
53 H -3.24802 3.89629 -1.52430  0.496
54 O -2.55852 3.17040 -1.43901  -0.964